No. 1
DFT (ωB97M-V with the def2-TZVPD basis set) results for BaCl5O20 as an isolated structure at a distorted geometry.

The geometry in XYZ format:
```
26
Properties=species:S:1:pos:R:3:forces:R:3:mulliken_charge:R:1
Ba 0.115045 1.012732 0.662565 -0.062 -1.694 -1.007 1.945
Cl -0.544295 -2.587008 -0.752265 -2.312 0.628 5.733 1.722
O 0.096035 -1.781558 0.252935 2.112 1.302 1.802 -0.714
O 0.369845 -2.973448 -1.673555 3.412 -2.196 -3.915 -0.595
O -1.182865 -3.663368 -0.052195 0.294 -1.557 -0.281 -0.736
O -1.528545 -1.758338 -1.229115 -3.467 2.349 -3.173 -0.646
Cl -2.378725 2.028002 -2.710105 -4.419 3.322 3.758 1.571
O -3.618925 2.677882 -2.381545 -1.120 5.102 1.383 -0.768
O -1.498205 2.935942 -3.370245 0.657 -1.004 -0.818 -0.604
O -1.886655 1.615722 -1.429395 3.027 -0.647 1.389 -0.614
O -3.034915 0.977312 -3.292735 2.010 -6.475 -5.263 -0.583
Cl 2.983105 -0.588818 3.044375 -1.839 2.317 3.659 1.579
O 2.751145 -1.847958 2.474885 1.536 -1.007 -3.427 -0.569
O 4.378555 -0.185148 3.371845 -1.283 -0.351 -2.512 -0.663
O 2.128555 0.535732 2.424135 2.449 -1.196 -0.987 -0.715
O 2.360465 -0.738398 4.296095 -0.781 0.556 3.173 -0.653
Cl -2.022325 0.048312 3.232195 -3.620 -2.713 -0.180 1.727
O -2.111635 1.037042 2.142355 -1.276 1.084 0.653 -0.793
O -2.538805 -1.212538 2.698055 -0.204 1.511 0.847 -0.584
O -0.665485 -0.083788 3.444545 4.242 -0.102 1.211 -0.597
O -2.702625 0.364132 4.521815 0.603 0.509 -2.458 -0.702
Cl 2.101235 0.798332 -3.176985 -2.703 0.933 -1.640 1.570
O 1.411725 1.865302 -3.995985 -0.305 -2.901 1.103 -0.641
O 3.347105 1.380852 -2.985615 5.697 0.096 -1.676 -0.641
O 1.732775 0.718252 -1.805625 -3.585 -0.398 2.808 -0.682
O 1.938425 -0.575178 -3.710445 0.935 2.533 -0.185 -0.616
```
Forces are in eV/Å.

Its LUMO energy is 5.9 eV. The HOMO-LUMO gap is 6.90 eV. As for the energy above the lowest of the compared OMol25 structures with the same formula, charge and spin: 112.3 kcal per mole. As for the charge: -3.

=====

No. 2
DFT (ωB97M-V with the def2-TZVPD basis set) results for a 2-piece molecular cluster, CNO6S overall at a distorted geometry.

The geometry in XYZ format:
```
9
Properties=species:S:1:pos:R:3:forces:R:3:mulliken_spin:R:1
C 2.062908 0.077342 -0.562125 2.104 2.429 1.546 0.002
N -1.499175 0.697950 -0.157693 0.414 1.228 -0.307 0.673
O 0.693407 -0.615590 0.930532 0.659 0.327 0.739 0.077
O 1.609872 -0.480887 -1.441573 -1.134 -1.755 -2.492 0.000
O -1.675549 0.776207 -1.390377 -0.147 -0.461 -1.246 0.487
O -1.941790 1.420965 0.755749 -0.289 -0.074 1.174 0.531
O 2.714912 0.775331 0.113809 -0.179 -0.329 0.110 0.001
O -1.403685 -1.570916 1.369320 -3.085 -1.927 3.104 0.093
S -0.560902 -1.080398 0.382357 1.657 0.561 -2.629 0.136
```
Forces are in eV/Å.

Its LUMO energy (spin up / spin down) is 3.5 / 2.1 eV. The spin multiplicity is 3. The HOMO-LUMO gap (spin up / spin down) is 5.84 / 7.70 eV. As for the expectation value of S²: 2.01. As for the charge: -1.

=====

No. 3
DFT (ωB97M-V with the def2-TZVPD basis set) results for C32H26F16N3O4Ti as an isolated structure.

The geometry in XYZ format:
```
82
Properties=species:S:1:pos:R:3:forces:R:3:mulliken_spin:R:1
Ti -0.001166 0.537546 -0.039519 0.073 -0.243 -0.251 0.902
C -5.334616 -1.342336 -4.013050 -0.026 0.004 -0.014 0.000
C -3.970433 -0.914565 -3.539648 0.030 0.015 0.014 0.004
C -2.848059 -1.706574 -3.771884 0.013 -0.015 -0.014 0.001
C -1.602522 -1.295867 -3.347306 -0.026 -0.056 0.027 -0.015
C -1.406442 -0.087233 -2.660680 -0.085 -0.072 0.056 0.003
N -0.130574 0.303301 -2.247141 -0.055 -0.005 0.272 0.017
C 0.716045 0.719068 -3.228762 0.056 0.049 -0.008 0.019
C 0.374377 0.594971 -4.602104 -0.020 0.045 -0.123 0.001
C 1.167820 1.056756 -5.630331 0.023 -0.010 -0.007 0.000
C 2.375827 1.689946 -5.382330 -0.014 -0.012 0.036 0.000
C 3.254748 2.214948 -6.485912 0.024 0.009 -0.032 0.000
C 2.725486 1.833718 -4.046272 -0.022 -0.023 0.051 0.001
C 1.958154 1.380330 -2.977848 0.063 0.025 0.006 0.012
C 2.479726 1.647208 -1.553530 -0.027 -0.063 -0.052 0.028
O 1.634834 1.366830 -0.533542 0.270 0.217 0.061 0.034
C 2.854573 3.159338 -1.352619 0.056 0.000 0.018 -0.011
F 3.021793 3.457087 -0.060639 0.010 -0.019 0.002 0.000
F 4.008048 3.548734 -1.964253 -0.012 -0.049 -0.070 0.000
F 1.890107 3.956941 -1.821412 -0.050 0.022 -0.026 0.000
C 3.759739 0.784065 -1.324163 0.085 0.000 0.050 -0.007
F 4.761695 0.990037 -2.213976 -0.069 0.009 -0.016 -0.001
F 4.299911 0.989269 -0.113062 0.019 0.052 -0.101 0.000
F 3.444476 -0.516239 -1.414044 0.022 0.068 -0.109 0.000
C -2.545572 0.688078 -2.375858 0.029 0.010 0.017 -0.005
C -3.792275 0.270103 -2.844196 -0.030 0.012 -0.039 0.005
C -2.368573 1.924384 -1.472180 0.071 -0.098 -0.033 -0.001
O -1.530435 1.680148 -0.431753 -0.331 0.002 0.095 -0.014
C -3.732300 2.382545 -0.851318 -0.046 -0.075 0.049 -0.001
F -3.563536 3.238494 0.150728 -0.015 -0.021 -0.019 0.000
F -4.433969 1.341654 -0.352231 0.075 -0.011 0.070 0.000
F -4.559864 2.983554 -1.749448 0.025 -0.001 0.056 0.000
C -1.878806 3.142439 -2.324950 -0.071 0.041 0.024 -0.001
F -0.598785 3.071309 -2.638398 0.131 -0.043 -0.011 0.000
F -2.570680 3.237098 -3.487074 -0.003 0.011 -0.047 0.000
F -2.054870 4.316970 -1.684001 -0.036 -0.002 0.007 0.000
H -5.374427 -1.422686 -5.102887 0.005 -0.001 0.000 0.000
H -6.096284 -0.625075 -3.704621 0.005 0.002 0.000 0.000
H -5.611661 -2.317674 -3.604955 0.005 -0.003 0.003 0.000
H -2.952778 -2.653600 -4.293487 -0.003 -0.002 0.002 0.000
H -0.724986 -1.901763 -3.543141 -0.010 -0.005 0.015 0.000
H -0.569869 0.141843 -4.868282 0.067 0.059 0.007 0.000
H 0.824552 0.925422 -6.653813 0.005 0.008 0.000 0.000
H 2.819539 1.991736 -7.462815 -0.001 0.002 0.004 0.000
H 4.254127 1.770242 -6.462489 -0.005 -0.004 0.010 0.000
H 3.384625 3.299654 -6.424885 -0.003 0.001 0.009 0.000
H 3.652817 2.342804 -3.831143 0.078 0.031 0.034 0.000
H -4.666596 0.878317 -2.657052 0.009 -0.018 -0.017 0.000
C -3.069234 -0.425138 2.144903 -0.015 0.035 0.023 0.001
N -1.946011 -1.213274 1.694794 -0.065 -0.113 -0.028 -0.012
C -1.634802 -2.235187 2.667628 -0.042 -0.001 -0.033 0.003
C -2.132591 -1.762238 0.366712 -0.043 -0.072 0.082 0.121
C -0.863340 -2.418852 -0.170144 -0.159 0.042 0.034 -0.012
N 0.327812 -1.618890 0.108164 -0.148 0.154 -0.082 -0.074
C 1.468280 -2.327985 0.186791 0.085 0.044 -0.007 0.037
C 2.622629 -1.799297 0.824981 0.019 0.000 0.076 -0.003
F 2.598627 -0.523327 1.232630 -0.029 -0.152 -0.042 0.008
C 3.770480 -2.521318 1.026389 -0.028 0.026 0.009 0.000
F 4.795639 -1.931921 1.680518 0.007 -0.006 -0.013 0.000
C 3.919585 -3.829688 0.590796 -0.015 0.009 0.016 0.001
C 2.842140 -4.349276 -0.090574 -0.026 0.005 -0.026 0.000
F 2.926897 -5.604455 -0.598472 0.002 -0.007 -0.001 0.000
C 1.677152 -3.641242 -0.308328 0.050 -0.105 0.014 -0.001
F 0.753865 -4.240438 -1.108649 0.152 -0.082 -0.076 0.000
H -2.777493 0.156073 3.021655 -0.003 -0.013 0.007 0.000
H -3.939618 -1.059890 2.404301 -0.007 0.017 -0.030 0.000
H -3.362077 0.266871 1.364317 -0.006 0.113 -0.025 -0.001
H -2.473827 -2.951860 2.774642 0.014 -0.017 0.002 0.000
H -1.452769 -1.766601 3.634882 -0.031 -0.022 -0.010 0.000
H -0.741185 -2.788608 2.381366 -0.008 0.011 0.017 -0.001
H -2.463919 -0.958426 -0.294875 0.026 0.058 0.021 -0.057
H -2.935193 -2.529671 0.354663 -0.009 0.034 -0.046 0.006
H -1.016713 -2.587115 -1.238358 -0.018 -0.027 -0.007 -0.016
H -0.770015 -3.412789 0.281541 -0.031 0.097 0.075 -0.001
H 4.823757 -4.393242 0.758646 0.002 0.003 -0.003 0.000
C 0.915922 -0.548479 3.461417 0.232 -0.180 0.041 0.003
O 0.153119 0.630181 3.469716 -0.088 0.036 -0.073 -0.001
C -0.143870 1.203031 2.193676 -0.076 0.051 -0.110 0.009
O -0.747934 2.245844 2.306581 0.051 0.083 0.063 0.011
H 0.651711 -1.134213 4.348316 0.007 0.042 0.009 0.000
H 1.989930 -0.333014 3.495309 -0.091 0.000 0.057 0.001
H 0.717095 -1.152665 2.574147 0.002 0.095 0.063 0.006
```
Forces are in eV/Å.

Its LUMO energy (spin up / spin down) is 4.4 / 4.4 eV. The spin multiplicity is 2. The HOMO-LUMO gap (spin up / spin down) is 6.09 / 6.11 eV. As for the expectation value of S²: 0.75. As for the energy above the lowest of the compared OMol25 structures with the same formula, charge and spin: 28.7 kcal per mole. As for the charge: -2.